# 1
Density functional theory data (the ωB97M-V functional and the def2-TZVPD basis) for a cluster of 2 separate species, C3H8NS in total in a non-equilibrium geometry.

Properties
* frontier orbital gap (alpha / beta): 10.362 / 6.949 eV
* 2S+1: 2
* <S²>: 0.7528

The geometry in XYZ format:
```
13
C3H8NS the ωB97M-V functional and the def2-TZVPD basis
C -0.20221 1.82403 0.48638
C -1.47547 1.28634 -0.16242
S -1.23404 -0.26228 -1.02784
H 0.56515 2.02053 -0.26622
H 0.18453 1.08676 1.18756
H -0.45250 2.76762 0.98456
H -1.87677 2.00338 -0.88157
H -2.23456 1.13154 0.61145
C 1.16721 -2.49063 0.15708
N 2.17747 -2.18495 -0.53668
H 1.31045 -2.99781 1.10973
H 0.14968 -2.21878 -0.16322
H 1.92106 -1.96573 -1.49881
```



# 2
Density functional theory data (the ωB97M-V functional and the def2-TZVPD basis) for a cluster of 3 separate species, C2H10N2O3 in total.

Properties
* SMILES: NCNC=O.O.O
* frontier orbital gap: 10.399 eV

The geometry in XYZ format:
```
17
C2H10N2O3 the ωB97M-V functional and the def2-TZVPD basis
N 0.37178 1.42481 0.31424
C 1.16225 0.40494 -0.40298
N 0.32116 -0.34900 -1.31487
C -0.06125 0.27300 -2.44739
O 0.19102 1.42810 -2.72027
H 1.01924 1.96586 0.88713
H 0.12038 2.12582 -0.38036
H 1.88772 0.90713 -1.04857
H 1.64395 -0.27680 0.29012
H -0.13844 -1.19123 -1.00595
H -0.60602 -0.36962 -3.16321
O -0.79483 -2.30977 0.65941
H -0.68579 -1.68279 1.39032
H -1.70624 -2.60717 0.74359
O -1.21750 -0.02997 2.50261
H -1.07268 -0.19850 3.44700
H -0.43475 0.48521 2.24915
```



Computed values of ΔE to the lowest compared entry with this formula, charge and spin (unit: eV) for the preceding records, in sequence: 0.798 0.661.